[1]
Formula: C22H74O15
Source: the OMol25 dataset
Level of theory: ωB97M-V with the def2-TZVPD basis set

Values from the calculation:
Orbital gap in eV: 8.21
Largest force on an atom in eV/A: 18.1
HOMO energy in eV: -8.13
ΔE to the lowest compared entry with this formula, charge and spin in kJ/mol: 3444.0

```
111
Properties=species:S:1:pos:R:3:lowdin_charge:R:1
O 0.331 -0.676 1.626 -0.176
O -0.129 1.053 -2.682 -0.172
O -3.596 0.973 -1.436 0.144
O -2.587 -1.621 3.481 -0.033
O 2.252 -0.589 1.737 -0.207
O -1.416 2.441 0.350 -0.048
O -0.438 -2.321 3.702 -0.071
O 2.360 2.232 -0.158 -0.117
O -1.091 -2.006 1.017 -0.117
O -2.745 -1.119 0.698 0.277
O 0.526 1.965 -0.672 -0.265
O -0.580 3.444 1.979 0.048
O -3.030 0.920 0.329 0.039
O -3.311 -2.037 -0.902 -0.043
O 2.224 -3.123 -2.090 -0.053
C -2.585 1.218 -2.373 -0.202
C 0.217 -3.986 1.362 -0.034
C -2.984 0.660 3.845 -0.045
C 2.809 0.959 0.167 -0.211
C 3.368 -1.865 3.381 -0.029
C 0.909 0.212 -2.974 -0.358
C -0.290 0.348 0.951 -0.191
C 0.591 3.396 -0.910 -0.188
C 4.177 0.769 -0.559 -0.051
C 0.799 3.194 2.015 -0.253
C 1.269 3.731 -2.233 -0.025
C -0.183 -0.053 -0.567 -0.054
C 1.121 1.975 2.758 -0.040
C 1.020 0.112 -4.439 -0.030
C 3.401 -1.131 -2.248 -0.093
C 2.007 -1.559 2.696 -0.283
C -2.016 -0.356 3.404 -0.321
C 2.245 -1.844 -1.519 -0.301
C -2.065 -1.943 -1.690 -0.273
C -2.375 -2.365 -3.086 -0.051
C -1.194 -3.395 1.278 -0.196
C -3.123 1.077 -3.799 -0.025
H 1.041 3.847 -0.026 0.108
H 1.159 3.070 0.993 0.064
H -3.822 0.860 3.177 0.087
H -3.344 -1.705 2.896 0.119
H 1.285 4.069 2.446 0.146
H -1.155 -0.343 4.072 0.147
H -1.976 -1.671 0.857 -0.284
H -1.731 -0.905 -1.672 0.059
H -1.591 -0.119 2.428 0.085
H -1.847 0.458 -2.115 0.068
H 4.870 1.449 -0.064 0.084
H 3.008 -2.268 4.328 0.069
H -0.690 2.449 -0.274 -0.038
H 0.622 -0.711 -2.471 0.083
H -0.195 -2.190 2.785 -0.020
H 1.741 -0.672 -4.670 0.072
H 0.837 0.036 -0.939 0.057
H 0.208 -5.071 1.260 0.084
H -3.717 1.970 -3.993 0.078
H -2.220 2.234 -2.221 0.149
H -2.485 1.629 3.815 0.073
H 3.372 -0.099 -1.898 -0.008
H -3.295 -1.919 -3.463 0.064
H 0.984 2.149 3.826 0.103
H -3.208 0.585 4.909 0.091
H -1.262 -2.515 -1.224 0.117
H 3.273 -1.158 -3.330 0.079
H 1.422 -0.202 1.447 -0.085
H 0.745 -3.774 2.292 0.064
H 4.195 1.070 -1.606 0.088
H 1.272 4.778 -2.537 0.083
H 3.064 -3.482 -1.796 0.085
H 0.873 -3.631 0.567 0.082
H -1.786 -3.427 2.193 0.117
H 3.973 -2.594 2.843 0.065
H -0.029 1.405 -1.795 -0.041
H -0.404 3.829 -1.011 0.151
H -2.499 1.680 0.565 -0.022
H -1.817 -3.807 0.484 0.123
H 2.291 3.370 -2.343 0.077
H -2.734 -0.219 0.371 -0.091
H -3.433 -1.123 1.364 0.175
H 1.338 -1.256 -1.660 0.039
H -0.845 3.725 2.858 0.152
H 1.190 -1.271 3.357 0.108
H -4.072 0.172 -1.668 0.163
H -0.227 -1.456 1.668 -0.078
H 2.866 0.957 1.256 0.107
H -1.289 -1.893 3.788 -0.064
H -1.328 0.510 1.243 0.104
H 4.706 -0.157 -0.334 0.097
H -0.581 -1.060 -0.687 0.079
H -2.422 -3.444 -3.234 0.083
H 3.039 2.854 0.115 0.171
H -3.165 1.004 -0.615 -0.350
H -2.340 1.231 -4.542 0.078
H 4.402 -1.534 -2.097 0.091
H -0.882 0.605 -1.083 0.067
H 2.007 0.306 -0.179 0.099
H 1.804 0.658 -2.542 0.120
H 2.537 -1.880 -0.470 0.120
H -3.110 -1.575 -0.085 -0.303
H 0.444 1.148 2.545 0.078
H 2.143 1.632 2.599 0.098
H 1.587 -2.382 2.118 0.077
H 0.680 3.244 -3.010 0.077
H -3.690 0.194 -4.092 0.073
H 1.309 1.056 -4.900 0.089
H 1.387 1.670 -0.366 -0.088
H 0.278 1.274 1.039 0.093
H -1.034 2.765 1.166 -0.153
H 0.097 -0.273 -4.874 0.079
H 3.911 -0.930 3.517 0.068
H -1.625 -1.914 -3.736 0.070
```

[2]
Formula: C13H15Cl2N2O7Rh
Source: the OMol25 dataset
Level of theory: ωB97M-V with the def2-TZVPD basis set

Values from the calculation:
Orbital gap (alpha / beta) in eV: 3.12 / 3.13
Net charge: -2
Largest force on an atom in eV/A: 7.3
HOMO energy (alpha / beta) in eV: 1.32 / 1.32

```
40
Properties=species:S:1:pos:R:3:lowdin_charge:R:1
Rh 0.000 0.000 0.000 0.501
Cl 2.325 -0.359 0.083 0.539
Cl -0.042 -1.602 -1.724 0.461
O 0.442 -4.530 2.503 0.054
O -0.405 -0.294 7.428 0.022
O 0.098 1.306 1.322 -0.268
O -0.257 -1.393 1.213 -0.272
O -1.747 -4.302 2.476 0.058
O -0.619 -2.470 7.398 0.000
O 0.099 2.218 3.384 -0.029
N -0.595 -3.851 2.627 -0.319
N -0.484 -1.374 6.825 -0.350
C -0.244 -0.183 4.666 0.065
C 0.019 1.216 2.586 -0.493
C -2.126 2.116 -1.213 -0.147
C -0.181 -0.161 3.245 -0.003
C -0.427 3.220 0.276 -0.108
C -0.487 3.756 -2.184 -0.131
C -0.469 -2.544 3.271 -0.085
C -0.299 -1.371 2.488 -0.297
C 1.740 -1.496 -1.250 -0.803
C -0.531 -2.573 4.673 0.057
C -0.689 2.654 -1.130 -0.729
C 0.283 1.505 -1.406 -0.266
C -0.419 -1.375 5.362 -0.175
H -0.666 -3.520 5.187 0.126
H -1.129 4.053 0.499 0.064
H 1.339 1.850 -1.366 -0.048
H 0.611 3.608 0.355 0.088
H -2.860 2.928 -1.019 0.065
H -0.151 0.764 5.197 0.121
H -1.190 4.599 -2.008 0.057
H 0.550 4.153 -2.143 0.065
H -1.667 0.223 -0.097 0.065
H -2.329 1.695 -2.222 0.072
H 2.282 -1.213 -2.155 0.008
H -0.668 3.357 -3.206 0.053
H 2.038 -2.502 -0.948 0.011
H -2.288 1.313 -0.462 -0.015
H -0.565 2.432 1.047 -0.012
```

[3]
Formula: C5H14NS
Source: the OMol25 dataset
Level of theory: ωB97M-V with the def2-TZVPD basis set

Values from the calculation:
Orbital gap in eV: 6.46
Net charge: +1
Largest force on an atom in eV/A: 2.6
HOMO energy in eV: -11.95
ΔE to the lowest compared entry with this formula, charge and spin in kJ/mol: 186.6

```
21
Properties=species:S:1:pos:R:3:lowdin_charge:R:1
S -1.378 1.839 -0.427 0.684
N 2.077 -0.865 1.685 0.051
C 1.715 0.197 0.642 -0.178
C -2.331 -0.600 -1.450 -0.180
C -2.644 0.910 -1.386 -0.585
C 2.099 -0.621 2.964 0.186
C 1.599 -0.376 -0.764 -0.073
H 1.850 -1.421 3.681 0.139
H -1.545 -0.796 -2.226 0.078
H 2.399 1.020 0.843 0.135
H 0.741 0.563 0.895 0.054
H 2.574 -0.480 -1.287 0.092
H -3.191 -1.187 -1.803 0.075
H -2.724 1.413 -2.384 0.081
H 1.180 -1.447 -0.682 0.113
H 0.958 0.213 -1.391 0.045
H -2.092 -0.966 -0.441 0.062
H 2.381 -1.816 1.394 0.186
H -2.074 2.941 -0.212 -0.152
H 1.994 0.437 3.212 0.127
H -3.586 1.042 -0.861 0.060
```

[4]
Formula: C3H11NOS
Source: the OMol25 dataset
Level of theory: ωB97M-V with the def2-TZVPD basis set

Values from the calculation:
Orbital gap in eV: 9.73
Largest force on an atom in eV/A: 3.5
SMILES: CCS.NCO
HOMO energy in eV: -8.83
ΔE to the lowest compared entry with this formula, charge and spin in kJ/mol: 137.4

```
17
Properties=species:S:1:pos:R:3:lowdin_charge:R:1
S -2.373 0.034 1.370 0.610
O 1.085 -0.062 -0.091 -0.154
N 2.877 -0.481 1.555 0.006
C -2.172 -0.176 -0.476 -0.659
C 2.576 -0.176 0.154 -0.268
C -1.946 1.032 -1.298 -0.226
H 2.702 -1.443 1.811 0.068
H 2.975 0.762 -0.293 0.121
H -3.048 -1.191 1.402 -0.117
H -1.292 -0.931 -0.582 0.079
H -2.501 1.930 -0.954 0.067
H 2.872 -1.024 -0.407 0.084
H 3.815 -0.279 1.859 0.060
H -2.300 0.858 -2.393 0.098
H 0.706 0.450 0.690 0.085
H -0.877 1.375 -1.485 0.076
H -3.103 -0.678 -0.861 0.071
```

[5]
Formula: C11H6ClCrN2O4Se4
Source: the OMol25 dataset
Level of theory: ωB97M-V with the def2-TZVPD basis set

Values from the calculation:
Orbital gap (alpha / beta) in eV: 6.43 / 6.58
Net charge: -1
Largest force on an atom in eV/A: 2.4
HOMO energy (alpha / beta) in eV: -4.15 / -4.31
ΔE to the lowest compared entry with this formula, charge and spin in kJ/mol: 0.0
Multiplicity: 5
⟨S²⟩: 6.036

```
29
Properties=species:S:1:pos:R:3:lowdin_charge:R:1
Se 1.047 -0.697 -5.706 -0.133
Se 1.304 1.288 -4.536 -0.039
Se 0.668 -2.166 -3.856 -0.121
Se -1.284 -1.100 -3.132 -0.015
Cr -0.046 0.907 -2.431 0.140
Cl 0.256 0.170 3.472 0.793
O 1.679 4.278 1.808 0.126
O 2.254 2.591 3.152 0.084
O 0.584 4.382 -0.438 0.062
O 0.063 2.951 -2.048 -0.118
N -0.159 0.991 -0.274 0.075
N -0.126 0.181 0.803 -0.053
C 0.705 2.098 1.508 -0.048
C -1.569 -1.616 1.536 -0.070
C -1.234 -3.842 0.639 -0.056
C 0.356 2.168 0.142 -0.104
C -0.570 -1.176 0.712 -0.223
C 0.338 3.242 -0.841 -0.569
C -0.278 -3.327 -0.237 -0.085
C 1.624 3.034 2.230 -0.512
C -1.902 -2.948 1.547 -0.061
C 0.117 -2.002 -0.159 -0.062
C 0.306 0.852 1.892 -0.549
H -2.641 -3.294 2.286 0.106
H -1.577 -4.861 0.534 0.095
H 0.878 -1.628 -0.783 0.075
H -2.038 -0.880 2.177 0.106
H 1.186 4.466 0.953 0.051
H 0.061 -4.060 -0.952 0.104
```

[6]
Formula: C4H7NO2
Source: the OMol25 dataset
Level of theory: ωB97M-V with the def2-TZVPD basis set

Values from the calculation:
Orbital gap in eV: 10.77
Largest force on an atom in eV/A: 4.1
SMILES: C=C(CN)C(=O)O
HOMO energy in eV: -10.28
ΔE to the lowest compared entry with this formula, charge and spin in kJ/mol: 232.7

```
14
Properties=species:S:1:pos:R:3:lowdin_charge:R:1
O -1.360 1.025 -1.338 0.067
O -2.779 -0.179 -0.265 0.149
N 1.452 0.444 -1.118 -0.032
C -0.403 -0.354 0.411 -0.263
C 0.913 0.350 0.263 -0.236
C -1.654 0.122 -0.363 -0.509
C -0.504 -1.232 1.348 0.078
H 0.274 -1.683 1.970 0.089
H -1.525 -1.407 1.606 0.074
H 2.326 0.842 -0.983 0.038
H 0.349 1.470 0.343 0.182
H -0.341 1.057 -1.337 0.077
H 1.738 0.097 1.034 0.144
H 1.513 -0.552 -1.572 0.143
```

[7]
Formula: C4H8O2
Source: the OMol25 dataset
Level of theory: ωB97M-V with the def2-TZVPD basis set

Values from the calculation:
Orbital gap in eV: 10.87
Largest force on an atom in eV/A: 2.0
SMILES: C[C@H]1O[C@H]1CO
HOMO energy in eV: -9.86
ΔE to the lowest compared entry with this formula, charge and spin in kJ/mol: 289.1

```
14
Properties=species:S:1:pos:R:3:lowdin_charge:R:1
O 0.170 -1.514 0.937 -0.121
O -0.920 0.555 1.204 -0.063
C 1.133 -0.537 0.666 -0.225
C -0.654 0.916 -0.366 -0.116
C -0.705 -0.150 -1.416 -0.045
C 0.359 0.798 0.676 -0.300
H 0.849 1.668 1.086 0.143
H -0.524 -0.897 1.403 0.093
H -1.270 1.801 -0.444 0.135
H 1.900 -0.556 1.440 0.115
H 1.647 -0.719 -0.289 0.121
H -0.586 -1.064 -0.799 0.082
H -1.597 -0.127 -2.054 0.086
H 0.199 -0.175 -2.045 0.095
```

[8]
Formula: C12H18B2F4O5Re
Source: the OMol25 dataset
Level of theory: ωB97M-V with the def2-TZVPD basis set

Values from the calculation:
Orbital gap (alpha / beta) in eV: 4.13 / 4.31
Net charge: +2
Largest force on an atom in eV/A: 2.5
HOMO energy (alpha / beta) in eV: -14.07 / -13.87
Multiplicity: 2
⟨S²⟩: 0.760

```
42
Properties=species:S:1:pos:R:3:lowdin_charge:R:1
Re -0.906 -0.207 0.594 1.819
F -1.387 -0.581 4.667 0.355
F -2.396 -0.681 2.649 0.184
F -0.042 0.397 2.197 -0.304
F -2.314 1.283 3.721 0.324
O -2.248 -0.832 -0.880 -0.282
O -1.959 1.619 0.278 -0.334
O 1.769 -0.537 -1.007 0.156
O 1.533 1.504 -0.064 0.165
O -0.541 -2.335 0.606 -0.324
C 2.939 0.133 -1.150 -0.177
C 3.831 2.327 -0.485 0.030
C -3.364 0.073 -0.944 -0.096
C 4.128 -0.246 -1.745 0.026
C 0.677 -3.004 0.937 0.000
C 2.788 1.414 -0.542 -0.179
C 5.022 1.935 -1.064 -0.037
C -2.820 1.503 -0.868 -0.109
C -1.506 2.950 0.549 0.005
C -1.234 -2.937 -0.503 -0.110
C 5.161 0.680 -1.693 -0.037
C -2.571 -2.217 -0.673 -0.100
B 0.912 0.299 -0.319 -0.580
B -2.019 0.022 3.729 -0.914
H -3.186 -2.329 0.232 0.155
H -4.053 -0.122 -0.111 0.156
H -2.248 1.740 -1.777 0.160
H 3.718 3.278 0.011 0.130
H -3.122 -2.619 -1.533 0.168
H 4.253 -1.207 -2.220 0.128
H 1.351 -3.006 0.078 0.115
H -0.736 2.877 1.318 0.111
H -2.340 3.554 0.917 0.128
H -1.088 3.406 -0.353 0.124
H 1.130 -2.454 1.762 0.120
H -3.654 2.210 -0.773 0.167
H -0.630 -2.818 -1.413 0.161
H -1.391 -4.004 -0.306 0.166
H 5.873 2.599 -1.033 0.119
H -3.898 -0.072 -1.890 0.167
H 0.458 -4.030 1.243 0.126
H 6.108 0.434 -2.145 0.117
```

Question: The highest largest force on an atom belongs to which entry?
Answer: C22H74O15

Question: Which value of largest force on an atom does entry 5 give?
Answer: 2.4 eV/A

Question: The lowest largest force on an atom belongs to which entry?
Answer: C4H8O2

Question: Look up the largest force on an atom of the first one.
Answer: 18.1 eV/A